DFT (ωB97M-V with the def2-TZVPD basis set) results for a 2-piece molecular cluster, C5H11N3S overall in a non-equilibrium geometry.

Results
SMILES string ... C/C=N/NC.CN=C=S
HOMO ... -7.775 eV
LUMO ... 0.7 eV
Energy relative to the best compared isomer or geometry (same formula, charge and spin) ... 55.0 kcal/mol
Charge ... 0

Last column: Löwdin charge in e.
Cartesian coordinates (Å):
1 C 0.91796 1.33404 1.76948  -0.12
2 C 0.48064 1.40930 0.40599  -0.35
3 N -0.54661 0.74825 0.03304  -0.05
4 N -1.01661 0.80427 -1.15186  -0.14
5 C -2.22282 -0.03483 -1.38819  -0.07
6 H 0.49018 0.53419 2.32198  0.06
7 H 2.04345 1.08686 1.84580  0.10
8 H 0.71015 2.27354 2.28442  0.07
9 H 1.01894 2.17161 -0.15465  0.09
10 H -0.75942 1.45174 -1.95075  0.17
11 H -2.03621 -0.62834 -2.26009  0.05
12 H -3.10848 0.60396 -1.63395  0.08
13 H -2.39712 -0.65533 -0.49239  0.07
14 C 0.30756 -2.20276 0.44631  -0.12
15 N 1.30699 -1.56611 -0.31035  0.02
16 C 1.88896 -0.56999 -0.57831  -0.80
17 S 2.88729 0.44127 -1.26296  0.69
18 H -0.75089 -1.74472 0.58125  0.09
19 H 0.18901 -3.19441 -0.03412  0.08
20 H 0.59703 -2.26253 1.52934  0.09


DFT (ωB97M-V with the def2-TZVPD basis set) results for C11H20BBrFI2InO7P as an isolated structure in a non-equilibrium geometry.

Results
HOMO ... -16.993 eV
LUMO ... -13.3 eV
Charge ... +3

Last column: Löwdin charge in e.
Cartesian coordinates (Å):
1 C -2.05652 -0.70867 3.32445  -0.03
2 C -1.22915 -1.27815 2.42188  -0.18
3 C -0.27450 -0.42254 1.57124  -0.59
4 F -0.78164 0.85163 1.51006  0.08
5 O -0.04345 -0.92443 0.34038  -0.07
6 C -1.07710 -1.28100 -0.66241  -0.14
7 C -2.44537 -0.59498 -0.55595  -0.21
8 C -2.91913 0.09545 -1.83959  -0.75
9 C -2.98550 -0.82361 -3.04780  -0.13
10 I -1.81750 1.88001 -2.26096  1.01
11 B -1.12687 -2.89329 -0.72011  -0.63
12 O -2.03860 -3.59235 0.02323  0.17
13 O -0.26895 -3.61680 -1.47242  0.23
14 C 1.08892 -0.26642 2.30066  -0.56
15 I 2.27361 -2.02871 2.20609  1.15
16 O 1.70413 0.99107 1.90805  -0.15
17 C 2.68819 1.10947 1.00687  -0.96
18 Br 4.43429 1.01074 1.71877  1.02
19 C 2.53120 0.49377 -0.37108  -0.22
20 O 1.46519 1.22711 -0.95766  -0.21
21 O 1.79649 1.39128 -2.33498  0.03
22 P 2.57285 2.92065 0.28849  1.22
23 C 3.68836 3.42638 -0.98759  -0.11
24 O 2.60156 3.94371 1.44257  -0.07
25 H -1.61230 0.05743 3.95597  0.11
26 H -3.12695 -0.87410 3.42695  0.05
27 H -1.07525 -2.34882 2.28228  -0.01
28 H -0.62386 -0.97235 -1.60761  0.12
29 H -3.22029 -1.34771 -0.37150  0.12
30 H -2.51252 0.12814 0.25162  0.10
31 H -3.92713 0.44704 -1.63094  0.09
32 H -1.99674 -1.03627 -3.45941  0.08
33 H -3.53894 -0.35491 -3.85795  0.09
34 H -3.46747 -1.76327 -2.77278  0.10
35 H -2.60875 -3.02145 0.54632  0.05
36 H -0.01639 -3.24626 -2.32585  0.13
37 H 0.89308 -0.15105 3.36095  0.10
38 H 3.42380 0.62675 -0.98171  0.13
39 H 2.33086 -0.58053 -0.29437  0.12
40 H 0.91414 1.64170 -2.69155  0.03
41 H 3.10544 3.77053 -1.85270  0.11
42 H 4.29973 4.25860 -0.63320  0.10
43 H 4.32156 2.60057 -1.31305  0.09
44 H 3.28220 4.64777 1.45797  0.16
45 In -2.62475 -3.39212 3.65836  1.22


DFT (ωB97M-V with the def2-TZVPD basis set) results for a 2-piece molecular cluster, C6H14N2O2 overall in a non-equilibrium geometry.

Results
SMILES string ... CCC(N)=O.CCC(N)=O
HOMO ... -9.666 eV
LUMO ... 0.9 eV
Energy relative to the best compared isomer or geometry (same formula, charge and spin) ... 14.4 kcal/mol
Charge ... 0

Last column: Löwdin charge in e.
Cartesian coordinates (Å):
1 C -3.55681 -2.54257 4.43635  -0.13
2 C -2.72036 -1.35777 4.07153  -0.20
3 C -1.77370 -1.56874 2.88069  -0.61
4 N -0.48581 -1.54457 3.22763  0.15
5 O -2.14268 -1.59112 1.75136  0.07
6 H -3.02107 -3.16683 5.17113  0.08
7 H -3.75539 -3.14975 3.53717  0.08
8 H -4.52171 -2.23482 4.87322  0.08
9 H -3.48052 -0.59906 3.80324  0.12
10 H -2.24181 -1.03530 5.01622  0.11
11 H -0.18767 -1.45852 4.20244  0.11
12 H 0.21224 -1.63621 2.48543  0.12
13 C 1.71130 3.35287 -3.33899  -0.11
14 C 2.14237 2.14578 -4.13901  -0.21
15 C 2.72455 0.97092 -3.42032  -0.59
16 N 3.13679 0.02918 -4.25041  0.14
17 O 2.76826 0.85043 -2.19913  0.04
18 H 1.03928 3.05852 -2.51536  0.08
19 H 1.15830 4.01756 -4.02380  0.07
20 H 2.56210 3.91291 -2.91579  0.08
21 H 1.26159 1.77667 -4.69887  0.12
22 H 2.86166 2.55447 -4.87457  0.12
23 H 2.85958 0.07288 -5.23417  0.12
24 H 3.44950 -0.85692 -3.84599  0.13


DFT (ωB97M-V with the def2-TZVPD basis set) results for a single C3H4N2O2 molecule in a non-equilibrium geometry.

Results
SMILES string ... C[C@@H](C#N)[N+](=O)[O-]
HOMO ... -11.302 eV
LUMO ... 0.1 eV
Energy relative to the best compared isomer or geometry (same formula, charge and spin) ... 126.0 kcal/mol
Charge ... 0

Last column: Löwdin charge in e.
Cartesian coordinates (Å):
1 C -0.29324 0.15331 -0.36890  -0.06
2 C 0.93249 -0.44504 0.47599  -0.15
3 C 1.41306 -1.73572 -0.10099  -0.19
4 N 1.87836 -2.71534 -0.48593  0.17
5 N 2.20333 0.60781 0.09471  -0.38
6 O 3.10870 0.63228 0.83793  0.12
7 O 2.04264 1.20407 -0.94202  0.07
8 H -0.10963 0.18190 -1.52573  0.12
9 H -0.28589 1.23109 -0.03941  0.08
10 H -1.31692 -0.30922 -0.05047  0.11
11 H 0.92680 -0.55345 1.51461  0.11


DFT (ωB97M-V with the def2-TZVPD basis set) results for a single C11H11BrN2O4 molecule.

Results
SMILES string ... COCc1c(Br)c(C)nc(OCC(=O)O)c1C#N
HOMO ... -9.101 eV
LUMO ... 0.2 eV
Energy relative to the best compared isomer or geometry (same formula, charge and spin) ... 34.5 kcal/mol
Charge ... 0

Last column: Löwdin charge in e.
Cartesian coordinates (Å):
1 C -1.35724 -3.21534 -1.60469  -0.09
2 O -1.70074 -3.03146 -0.25029  -0.20
3 C -2.06764 -1.72178 0.06936  -0.21
4 C -0.91052 -0.77162 0.25150  -0.15
5 C -1.09040 0.60912 0.21055  -0.53
6 Br -2.82719 1.33507 -0.07372  0.83
7 C -0.02061 1.48097 0.39206  -0.34
8 C -0.17920 2.96165 0.36472  -0.06
9 N 1.20317 1.01024 0.59303  0.19
10 C 1.41447 -0.29024 0.62862  -0.28
11 O 2.65970 -0.74077 0.83393  0.02
12 C 3.67838 0.22624 0.74847  -0.09
13 C 3.73810 0.82619 -0.66428  -0.51
14 O 3.07550 0.43357 -1.57310  0.15
15 O 4.61258 1.83103 -0.80175  0.13
16 C 0.38160 -1.24196 0.48880  -0.07
17 C 0.72523 -2.60825 0.60715  -0.18
18 N 1.10838 -3.68046 0.73856  0.20
19 H -0.51862 -2.57906 -1.90813  0.09
20 H -1.06601 -4.25817 -1.70170  0.10
21 H -2.21566 -3.00732 -2.25538  0.09
22 H -2.61625 -1.78340 1.01846  0.15
23 H -2.75397 -1.31680 -0.69100  0.09
24 H -0.87210 3.28481 1.14087  0.08
25 H 0.78668 3.43235 0.51899  0.08
26 H -0.58515 3.27807 -0.59529  0.08
27 H 4.60803 -0.30730 0.96680  0.15
28 H 3.51439 1.02767 1.48161  0.14
29 H 5.07813 2.05714 0.01416  0.12


DFT (ωB97M-V with the def2-TZVPD basis set) results for a 7-piece molecular cluster, C19H31BO28S6 overall in a non-equilibrium geometry.

Results
SMILES string ... C=CC1=C(B(C)O)C(=O)OC1=O.O=S1(=O)OCCO1.O=S1(=O)OCCO1.O=S1(=O)OCCO1.O=S1(=O)OCCO1.O=S1(=O)OCCO1.O=S1(=O)OCCO1
HOMO ... -8.965 eV
LUMO ... -3.1 eV
Charge ... 0

Last column: Löwdin charge in e.
Cartesian coordinates (Å):
1 C 0.08168 5.52188 -2.47037  0.01
2 C 1.23990 5.11249 -1.56275  -0.08
3 C 1.16671 3.54358 -1.04778  -0.02
4 C 2.18790 2.46117 -1.02480  0.07
5 B 3.76668 2.59509 -1.47486  -0.30
6 C 4.85734 2.66342 -0.18959  -0.05
7 O 4.28139 2.63463 -2.85825  0.02
8 C 1.28612 1.19114 -0.51128  -0.17
9 O 1.77718 0.02063 -0.09802  0.04
10 O -0.14110 1.59065 -0.64402  0.00
11 C -0.26227 3.04473 -0.40343  -0.17
12 O -1.28304 3.71404 0.14440  0.02
13 H 0.09184 5.23772 -3.60668  0.08
14 H -0.81380 6.06306 -1.94227  0.09
15 H 2.10135 5.86887 -1.35936  0.11
16 H 4.31164 2.10439 0.70718  0.08
17 H 5.12876 3.76549 0.11564  0.09
18 H 5.84609 2.06948 -0.40909  0.09
19 H 4.15577 3.54327 -3.27517  0.12
20 O -3.96995 -3.57016 -2.85250  -0.24
21 S -2.61197 -3.16294 -3.13743  0.69
22 O -1.86234 -3.65880 -4.26817  -0.23
23 O -1.72221 -3.38085 -1.78882  -0.18
24 C -1.14703 -2.13699 -1.39237  -0.17
25 C -2.11017 -1.06417 -1.89350  -0.16
26 O -2.56387 -1.53275 -3.16132  -0.30
27 H -0.16872 -2.04491 -1.87504  0.12
28 H -1.02085 -2.10400 -0.30689  0.12
29 H -1.63073 -0.08737 -1.99244  0.12
30 H -2.98050 -0.97703 -1.23452  0.10
31 O -5.22837 -2.48176 2.06145  -0.22
32 S -4.65426 -1.31584 1.42728  0.69
33 O -3.33421 -1.30850 0.84093  -0.23
34 O -4.76798 -0.06430 2.46585  -0.20
35 C -5.52158 0.98662 1.86350  -0.18
36 C -6.47213 0.29898 0.88712  -0.17
37 O -5.71511 -0.76619 0.31692  -0.18
38 H -4.82488 1.64656 1.33658  0.13
39 H -6.05627 1.55829 2.62677  0.14
40 H -6.83152 0.97636 0.10881  0.14
41 H -7.32791 -0.13833 1.41221  0.14
42 O -1.72721 0.11363 -6.52590  -0.22
43 S -0.86552 -0.06856 -5.37898  0.74
44 O -1.25388 -0.83226 -4.21608  -0.25
45 O -0.35425 1.39983 -4.88876  -0.20
46 C 1.07110 1.44480 -4.92832  -0.18
47 C 1.47970 0.46586 -6.02579  -0.17
48 O 0.57287 -0.62789 -5.90682  -0.18
49 H 1.44922 1.12321 -3.95254  0.12
50 H 1.41494 2.46210 -5.13360  0.13
51 H 2.51188 0.12465 -5.91642  0.14
52 H 1.34631 0.90866 -7.01850  0.13
53 O 5.23167 -5.10339 0.44802  -0.24
54 S 4.67765 -4.92785 -0.87614  0.68
55 O 5.13073 -5.67749 -2.02468  -0.24
56 O 4.72562 -3.33961 -1.24094  -0.19
57 C 3.40496 -2.87419 -1.51378  -0.17
58 C 2.47947 -3.77054 -0.69540  -0.18
59 O 3.05626 -5.07213 -0.77268  -0.18
60 H 3.21805 -2.98932 -2.58633  0.13
61 H 3.30777 -1.82037 -1.23940  0.12
62 H 1.45767 -3.77798 -1.08224  0.13
63 H 2.46766 -3.46839 0.35716  0.07
64 O 0.52348 -2.24511 1.88760  -0.23
65 S 1.67167 -2.58395 2.69876  0.69
66 O 2.91140 -3.07388 2.14250  -0.24
67 O 1.18399 -3.61251 3.86586  -0.18
68 C 1.46919 -3.04973 5.14536  -0.16
69 C 1.42267 -1.53729 4.94520  -0.18
70 O 2.00610 -1.31230 3.66389  -0.19
71 H 2.46974 -3.37692 5.44601  0.13
72 H 0.73853 -3.39112 5.88352  0.14
73 H 1.97288 -0.99753 5.71960  0.14
74 H 0.38948 -1.17550 4.91402  0.11
75 O -0.31022 0.47683 6.23803  -0.25
76 S -1.36271 1.46520 6.31877  0.69
77 O -2.06717 1.76667 7.54321  -0.22
78 O -2.45824 1.13745 5.15675  -0.19
79 C -2.58336 2.26350 4.28983  -0.17
80 C -1.22876 2.96545 4.33500  -0.17
81 O -0.79936 2.86105 5.69054  -0.19
82 H -3.37526 2.90939 4.68259  0.14
83 H -2.84689 1.93944 3.27948  0.13
84 H -1.29197 4.01274 4.03009  0.14
85 H -0.49548 2.44767 3.70767  0.13


DFT (ωB97M-V with the def2-TZVPD basis set) results for a single C3H4O3 molecule in a non-equilibrium geometry.

Results
SMILES string ... O=C1OCCO1
HOMO ... -11.029 eV
LUMO ... 0.7 eV
Energy relative to the best compared isomer or geometry (same formula, charge and spin) ... 45.1 kcal/mol
Charge ... 0

Last column: Löwdin charge in e.
Cartesian coordinates (Å):
1 O 2.62037 0.09009 -0.11782  0.17
2 C 1.44126 0.09109 -0.03778  -0.59
3 O 0.68465 1.18696 0.12027  0.05
4 C -0.63459 0.79471 -0.16931  -0.11
5 C -0.62126 -0.78250 0.13670  -0.14
6 O 0.71643 -1.05724 -0.13793  0.05
7 H -1.21457 0.83759 0.75582  0.12
8 H -0.74428 1.25708 -1.23700  0.18
9 H -0.84395 -1.19938 1.16491  0.15
10 H -1.40406 -1.21839 -0.47786  0.12